(1)
A gas-phase ion, C6H11N2 (charge +1). Source: OMol25; level of theory: ωB97M-V with the def2-TZVPD basis set.

structure (SMILES)	C[N+]1=C(CN)C=CC1
LUMO energy	-4.63	eV
HOMO	-0.502	Eh
E	-344.42252	hartree
net charge	+1
orbital gap	9.0	eV

Each line ends with the Löwdin charge.
CARTESIAN COORDINATES (ANGSTROEM)
C  -1.1966  -0.3154  -1.3476  -0.031
N  -0.1935  -0.6817  -0.3983  -0.105
C  0.5602  0.0016  0.4917  -0.065
C  0.5262  1.6165  0.8840  -0.175
N  -0.4855  2.2709  0.1721  -0.026
C  1.5009  -0.8376  1.1560  0.021
C  1.2646  -2.1155  0.7003  0.068
C  0.1840  -2.0535  -0.3364  -0.129
H  -0.9217  0.0866  -2.3853  0.136
H  -1.9513  -1.2287  -1.3295  0.143
H  -1.8423  0.4721  -0.8800  0.089
H  0.4513  1.6492  1.9781  0.119
H  1.5867  2.0070  0.4863  0.179
H  -1.3718  2.2596  0.5663  0.052
H  -0.3085  3.3398  0.0340  0.151
H  2.1110  -0.4957  1.9492  0.119
H  1.6876  -3.0165  1.0394  0.112
H  0.2059  -2.5060  -1.4061  0.198
H  -0.6641  -2.6481  -0.0619  0.144

---

(2)
A gas-phase ion, C6H11N2 (charge +1). Source: OMol25; level of theory: ωB97M-V with the def2-TZVPD basis set.

structure (SMILES)	C1=C\NCC/C=[NH+]/C/1
LUMO energy	-3.57	eV
HOMO	-0.493	Eh
E	-344.38530	hartree
net charge	+1
orbital gap	9.8	eV

Each line ends with the Löwdin charge.
CARTESIAN COORDINATES (ANGSTROEM)
C  -0.6914  -1.1370  -1.4817  -0.020
C  -0.0464  0.0313  -1.5948  -0.116
N  0.7117  0.7661  -0.6772  -0.043
C  0.1456  1.7962  0.2657  -0.044
C  0.6685  1.0238  1.5866  -0.070
C  0.4585  -0.2901  1.0155  -0.172
N  -0.7134  -0.7760  0.7970  0.053
C  -0.8392  -1.8901  -0.1754  -0.076
H  -0.9336  -1.6290  -2.3771  0.102
H  0.0852  0.5382  -2.5959  0.146
H  1.6640  0.7636  -1.0239  0.167
H  -0.8524  1.8445  0.0098  0.100
H  0.5438  2.7606  0.0926  0.111
H  1.7708  1.1767  1.9112  0.163
H  0.0617  1.2308  2.4826  0.128
H  1.2612  -1.0615  1.1857  0.186
H  -1.4966  -0.2141  0.7237  0.135
H  -1.7845  -2.4011  -0.0766  0.133
H  -0.0137  -2.5331  -0.0677  0.117

---

(3)
2 unconnected molecules or ions with the total composition C6H11N2. Source: OMol25; level of theory: ωB97M-V with the def2-TZVPD basis set.

LUMO energy	-4.43	eV
HOMO	-0.541	Eh
E	-344.36817	hartree
net charge	+1
orbital gap	10.3	eV

Each line ends with the Löwdin charge.
CARTESIAN COORDINATES (ANGSTROEM)
C  -1.8096  -0.8351  0.0947  0.108
C  1.5388  1.5959  0.3176  -0.139
C  2.4734  1.2736  -0.7252  -0.009
C  1.9227  0.1715  0.3360  -0.187
C  -4.2274  -0.0951  0.3481  -0.098
C  1.1640  -0.9751  -0.1046  -0.058
N  -2.8637  -0.3710  0.3344  -0.089
N  1.6449  -2.1874  -0.3831  0.202
H  1.8138  2.2299  1.1569  0.129
H  0.5455  1.8918  -0.0458  0.135
H  2.1888  1.2361  -1.7092  0.090
H  3.4696  1.6160  -0.4498  0.126
H  -4.8623  -0.7952  -0.0749  0.066
H  -4.5500  0.1230  1.4371  0.131
H  -4.2816  0.8778  -0.2394  0.121
H  2.8704  -0.2608  0.7710  0.159
H  0.0886  -0.7623  -0.2826  0.017
H  1.0535  -2.9748  -0.5337  0.125
H  2.5340  -2.4270  0.1407  0.170

---

(4)
A gas-phase ion, C6H11N2O (charge +1). Source: OMol25; level of theory: ωB97M-V with the def2-TZVPD basis set.

LUMO energy (alpha / beta)	-4.67 / -4.67	eV
HOMO (alpha / beta)	-0.497 / -0.497	Eh
E	-419.52526	hartree
net charge	+1
orbital gap (alpha / beta)	8.9 / 8.9	eV

Each line ends with the Löwdin charge.
CARTESIAN COORDINATES (ANGSTROEM)
C  0.6640  0.1667  -0.6640  -0.006
C  -1.5353  -0.2476  0.8028  -0.577
C  1.0722  0.8873  -1.6936  0.135
C  -0.1950  -0.7533  1.4249  -0.023
C  -2.3308  1.1731  -1.0471  -0.041
C  2.2584  -0.9067  0.7859  0.057
N  -1.3043  0.7696  -0.0133  0.050
N  0.7949  -0.8190  0.3358  -0.123
O  -2.5927  -0.5465  1.2848  0.112
H  2.0707  0.7771  -1.9477  0.062
H  0.5106  1.6182  -2.2928  0.111
H  0.0205  -0.0735  2.2855  0.163
H  -0.4590  -1.7764  1.9532  0.194
H  -3.3120  1.0314  -0.4864  0.113
H  -2.1307  2.3711  -1.2747  0.137
H  -2.0354  0.6581  -1.9595  0.068
H  2.4859  0.1868  1.0287  0.146
H  2.4165  -1.5463  1.5956  0.086
H  2.9407  -1.2130  -0.0350  0.125
H  0.6606  -1.7571  -0.0830  0.213

---

(5)
A gas-phase ion, C6H11N2O2 (charge +1). Source: OMol25; level of theory: ωB97M-V with the def2-TZVPD basis set.

structure (SMILES)	CC(=O)[NH2+]CC/N=C1/CO1
LUMO energy	-3.05	eV
HOMO	-0.521	Eh
E	-494.83904	hartree
net charge	+1
orbital gap	11.1	eV

Each line ends with the Löwdin charge.
CARTESIAN COORDINATES (ANGSTROEM)
C  -1.4020  -0.5462  -1.3511  0.032
C  -0.9725  0.6947  -0.6572  -0.344
O  -1.5225  1.5651  -0.0787  0.164
N  0.5255  1.2160  -1.5560  0.082
C  1.6214  1.2340  -0.5910  -0.180
C  1.6257  -0.0039  0.3182  -0.146
N  0.3089  -0.2939  0.6805  0.078
C  -0.1634  -0.8665  1.6280  -0.341
C  -1.3222  -1.4062  2.3882  0.055
O  0.0839  -1.5379  2.7062  0.135
H  -1.9015  -1.2015  -0.6863  0.102
H  -0.6546  -1.0074  -1.8425  0.052
H  -2.0147  -0.2317  -2.1224  0.095
H  0.3628  2.2521  -1.9562  0.242
H  0.6080  0.2977  -2.0406  0.142
H  1.5136  2.1467  -0.0622  0.117
H  2.5779  1.3727  -1.1120  0.138
H  2.0599  -0.9284  -0.1357  0.152
H  2.3135  0.3837  1.1757  0.175
H  -1.8307  -0.7940  3.1428  0.129
H  -1.8167  -2.3451  2.1524  0.121

---

(6)
2 unconnected molecules or ions with the total composition C6H11N2O2S2. Source: OMol25; level of theory: ωB97M-V with the def2-TZVPD basis set.

LUMO energy	-3.19	eV
HOMO	-0.468	Eh
E	-1291.28812	hartree
net charge	+1
orbital gap	9.5	eV

Each line ends with the Löwdin charge.
CARTESIAN COORDINATES (ANGSTROEM)
C  1.7218  -0.5871  -0.6882  -0.485
C  3.1980  -0.9491  -0.9176  -0.042
C  3.5259  0.4444  -0.6321  -0.118
C  -2.3791  -0.6349  0.9655  -0.189
C  -3.7422  0.0746  0.8543  -0.302
C  -2.2250  0.3091  -1.0926  -0.435
N  2.0677  0.6760  -0.4984  -0.321
N  -1.6277  -0.3812  -0.1970  -0.005
O  0.6591  -1.1513  -0.6615  0.090
O  0.6932  1.3546  1.4388  -0.452
S  -3.8127  0.7609  -0.8919  1.071
S  0.8974  1.7952  -0.0723  0.975
H  3.3242  -1.6709  -0.1076  0.141
H  3.5327  -1.3298  -1.8922  0.141
H  3.8029  0.5718  0.3627  0.100
H  4.2118  1.0492  -1.2976  0.159
H  -1.7587  -0.4221  1.8950  0.160
H  -2.6281  -1.6777  1.0043  0.124
H  -4.4470  -0.6920  0.9245  0.057
H  -3.9971  0.7845  1.6101  0.082
H  -1.6283  0.5262  -1.9063  0.091
H  -0.6496  -0.7316  -0.3078  0.042
H  1.2608  1.8813  2.1079  0.114

---

Repeat the fourth record exactly.
A gas-phase ion, C6H11N2O (charge +1). Source: OMol25; level of theory: ωB97M-V with the def2-TZVPD basis set.

LUMO energy (alpha / beta)	-4.67 / -4.67	eV
HOMO (alpha / beta)	-0.497 / -0.497	Eh
E	-419.52526	hartree
net charge	+1
orbital gap (alpha / beta)	8.9 / 8.9	eV

Each line ends with the Löwdin charge.
CARTESIAN COORDINATES (ANGSTROEM)
C  0.6640  0.1667  -0.6640  -0.006
C  -1.5353  -0.2476  0.8028  -0.577
C  1.0722  0.8873  -1.6936  0.135
C  -0.1950  -0.7533  1.4249  -0.023
C  -2.3308  1.1731  -1.0471  -0.041
C  2.2584  -0.9067  0.7859  0.057
N  -1.3043  0.7696  -0.0133  0.050
N  0.7949  -0.8190  0.3358  -0.123
O  -2.5927  -0.5465  1.2848  0.112
H  2.0707  0.7771  -1.9477  0.062
H  0.5106  1.6182  -2.2928  0.111
H  0.0205  -0.0735  2.2855  0.163
H  -0.4590  -1.7764  1.9532  0.194
H  -3.3120  1.0314  -0.4864  0.113
H  -2.1307  2.3711  -1.2747  0.137
H  -2.0354  0.6581  -1.9595  0.068
H  2.4859  0.1868  1.0287  0.146
H  2.4165  -1.5463  1.5956  0.086
H  2.9407  -1.2130  -0.0350  0.125
H  0.6606  -1.7571  -0.0830  0.213

---

What did the sixth record say?
2 unconnected molecules or ions with the total composition C6H11N2O2S2. Source: OMol25; level of theory: ωB97M-V with the def2-TZVPD basis set.

LUMO energy	-3.19	eV
HOMO	-0.468	Eh
E	-1291.28812	hartree
net charge	+1
orbital gap	9.5	eV

Each line ends with the Löwdin charge.
CARTESIAN COORDINATES (ANGSTROEM)
C  1.7218  -0.5871  -0.6882  -0.485
C  3.1980  -0.9491  -0.9176  -0.042
C  3.5259  0.4444  -0.6321  -0.118
C  -2.3791  -0.6349  0.9655  -0.189
C  -3.7422  0.0746  0.8543  -0.302
C  -2.2250  0.3091  -1.0926  -0.435
N  2.0677  0.6760  -0.4984  -0.321
N  -1.6277  -0.3812  -0.1970  -0.005
O  0.6591  -1.1513  -0.6615  0.090
O  0.6932  1.3546  1.4388  -0.452
S  -3.8127  0.7609  -0.8919  1.071
S  0.8974  1.7952  -0.0723  0.975
H  3.3242  -1.6709  -0.1076  0.141
H  3.5327  -1.3298  -1.8922  0.141
H  3.8029  0.5718  0.3627  0.100
H  4.2118  1.0492  -1.2976  0.159
H  -1.7587  -0.4221  1.8950  0.160
H  -2.6281  -1.6777  1.0043  0.124
H  -4.4470  -0.6920  0.9245  0.057
H  -3.9971  0.7845  1.6101  0.082
H  -1.6283  0.5262  -1.9063  0.091
H  -0.6496  -0.7316  -0.3078  0.042
H  1.2608  1.8813  2.1079  0.114

---

Copy entry 6 word for word.
2 unconnected molecules or ions with the total composition C6H11N2O2S2. Source: OMol25; level of theory: ωB97M-V with the def2-TZVPD basis set.

LUMO energy	-3.19	eV
HOMO	-0.468	Eh
E	-1291.28812	hartree
net charge	+1
orbital gap	9.5	eV

Each line ends with the Löwdin charge.
CARTESIAN COORDINATES (ANGSTROEM)
C  1.7218  -0.5871  -0.6882  -0.485
C  3.1980  -0.9491  -0.9176  -0.042
C  3.5259  0.4444  -0.6321  -0.118
C  -2.3791  -0.6349  0.9655  -0.189
C  -3.7422  0.0746  0.8543  -0.302
C  -2.2250  0.3091  -1.0926  -0.435
N  2.0677  0.6760  -0.4984  -0.321
N  -1.6277  -0.3812  -0.1970  -0.005
O  0.6591  -1.1513  -0.6615  0.090
O  0.6932  1.3546  1.4388  -0.452
S  -3.8127  0.7609  -0.8919  1.071
S  0.8974  1.7952  -0.0723  0.975
H  3.3242  -1.6709  -0.1076  0.141
H  3.5327  -1.3298  -1.8922  0.141
H  3.8029  0.5718  0.3627  0.100
H  4.2118  1.0492  -1.2976  0.159
H  -1.7587  -0.4221  1.8950  0.160
H  -2.6281  -1.6777  1.0043  0.124
H  -4.4470  -0.6920  0.9245  0.057
H  -3.9971  0.7845  1.6101  0.082
H  -1.6283  0.5262  -1.9063  0.091
H  -0.6496  -0.7316  -0.3078  0.042
H  1.2608  1.8813  2.1079  0.114